(1)
The following is a DFT calculation (wB97M-V/def2-TZVPD) of 2 unconnected molecules or ions with the total composition C3H9NO2.

Net charge ... 0
Lowest unoccupied orbital energy ... 0.025 Ha
Frontier orbital gap ... 10.035 eV
E ... -8841.3305 eV
SMILES ... CC(=O)O.CN

Geometry (Å):
C (0.4240, 1.3548, -2.2869)
N (1.6280, 1.4116, -1.3780)
H (-1.3705, -3.1227, 0.5123)
H (2.1365, 2.2322, -1.6959)
H (1.2271, 1.5323, -0.4166)
H (0.9525, 1.7060, -3.1880)
H (-0.5187, 1.6855, -1.8618)
H (0.2615, 0.2650, -2.5836)
C (-0.3075, -0.6772, 2.2268)
C (-1.2161, -1.4375, 1.3078)
O (-0.6553, -2.5412, 0.8281)
O (-2.2975, -1.0224, 0.9706)
H (0.3814, -1.3385, 2.8168)
H (-0.8137, -0.1659, 3.0413)
H (0.1682, 0.1180, 1.7071)

Here are the Mulliken charges for atoms 1 to 4, given in e: atom 1 (C): -0.657, atom 2 (N): -0.534, atom 3 (H): 0.343, atom 4 (H): 0.237

(2)
The following is a DFT calculation (wB97M-V/def2-TZVPD) of a molecular structure, C3H9NO2.

Net charge ... 0
Lowest unoccupied orbital energy ... 0.016 Ha
Frontier orbital gap ... 8.421 eV
E ... -8836.4554 eV

Geometry (Å):
C (-0.8618, -0.6490, 1.9498)
C (-1.1582, -0.4707, 0.5070)
C (-2.1767, -0.9143, -0.2000)
O (0.0963, 0.4669, -0.3673)
H (0.9656, 0.9686, -1.2322)
H (-1.6882, -1.1565, 2.4561)
H (-0.6887, 0.3188, 2.4249)
H (0.0357, -1.2554, 2.0889)
H (-2.2537, -0.7481, -1.2642)
H (-3.0616, -1.3134, 0.2822)
N (1.9218, 1.5386, -1.7567)
O (3.1012, 0.8435, -1.4294)
H (3.3586, 0.3929, -2.2461)
H (1.9889, 2.3914, -1.1984)
H (0.4208, -0.4134, -0.0146)

Here are the Mulliken charges for atoms 1 to 4, given in e: atom 1 (C): -0.989, atom 2 (C): 0.458, atom 3 (C): -0.738, atom 4 (O): -0.565

(3)
The following is a DFT calculation (wB97M-V/def2-TZVPD) of C3H9NO2 in the gas phase.

Net charge ... 0
Lowest unoccupied orbital energy ... 0.034 Ha
Frontier orbital gap ... 10.511 eV
E ... -8841.3250 eV
SMILES ... OCCNCO

Geometry (Å):
C (-0.9174, 0.5496, 0.2623)
C (-1.2866, -0.7568, 0.9373)
O (-1.4400, -1.8410, 0.0464)
N (0.1563, 0.3095, -0.7251)
C (1.4683, 0.6223, -0.2191)
O (2.4677, 0.1927, -1.1271)
H (-0.5791, 1.2914, 0.9694)
H (-1.7833, 0.8845, -0.3031)
H (-0.4602, -1.0192, 1.6176)
H (-2.1541, -0.6053, 1.5782)
H (-0.9546, -1.5745, -0.7378)
H (-0.0012, 0.7808, -1.6018)
H (1.6622, 0.1669, 0.7559)
H (1.6278, 1.6952, -0.0669)
H (2.1943, -0.6962, -1.3862)

Here are the Mulliken charges for atoms 1 to 4, given in e: atom 1 (C): -0.575, atom 2 (C): -0.392, atom 3 (O): -0.535, atom 4 (N): -0.276

(4)
The following is a DFT calculation (wB97M-V/def2-TZVPD) of 2 unconnected molecules or ions with the total composition C3H9NO2.

Net charge ... 0
Lowest unoccupied orbital energy ... 0.018 Ha
Frontier orbital gap ... 9.753 eV
E ... -8840.5172 eV
SMILES ... C[C@@H](N)C=O.O

Geometry (Å):
O (-0.7340, -0.7885, 2.5002)
C (-0.0291, -0.6256, 1.5009)
C (-0.4041, -0.1578, 0.1349)
C (-1.4175, -1.2438, -0.4473)
N (-1.0844, 1.1287, 0.2195)
H (1.0406, -0.7586, 1.6000)
H (0.3539, -0.0461, -0.7077)
H (-1.7444, -0.7171, -1.3098)
H (-1.9856, -1.5764, 0.3885)
H (-0.9787, -2.0839, -0.9673)
H (-1.4578, 1.3718, 1.1575)
H (-0.3557, 1.8518, 0.0005)
H (2.1768, 1.0439, -1.4487)
H (3.6752, 1.2621, -1.6225)
O (2.9449, 1.3395, -0.9987)

Here are the Mulliken charges for atoms 1 to 4, given in e: atom 1 (O): -0.488, atom 2 (C): -0.200, atom 3 (C): 0.695, atom 4 (C): -1.321

(5)
The following is a DFT calculation (wB97M-V/def2-TZVPD) of 2 unconnected molecules or ions with the total composition C3H9NO2.

Net charge ... 0
Lowest unoccupied orbital energy ... 0.029 Ha
Frontier orbital gap ... 9.786 eV
E ... -8840.4594 eV
SMILES ... C=CO.NCO

Geometry (Å):
C (2.3168, 1.8470, 0.6858)
C (1.8484, 1.3740, -0.4671)
O (1.1673, 0.1978, -0.5718)
H (2.7056, 2.8505, 0.7714)
H (2.5265, 1.1227, 1.4685)
H (2.0544, 1.8005, -1.4363)
H (0.9165, -0.0400, 0.3358)
N (-1.7583, -0.3404, -0.9331)
C (-2.1183, -1.2081, 0.1803)
O (-0.9703, -1.4581, 0.9594)
H (-0.7487, -0.2818, -0.9678)
H (-2.1759, -0.6251, -1.8040)
H (-2.8604, -0.7133, 0.8104)
H (-2.5657, -2.1308, -0.2075)
H (-1.1036, -1.1588, 1.8605)

Here are the Mulliken charges for atoms 1 to 4, given in e: atom 1 (C): -0.756, atom 2 (C): 0.105, atom 3 (O): -0.467, atom 4 (H): 0.249

(6)
The following is a DFT calculation (wB97M-V/def2-TZVPD) of 2 unconnected molecules or ions with the total composition C3H9NO2.

Net charge ... 0
Lowest unoccupied orbital energy ... 0.018 Ha
Frontier orbital gap ... 10.101 eV
E ... -8840.2630 eV
SMILES ... CC(=O)O.CN

Geometry (Å):
C (-1.4516, -2.0151, -2.9027)
N (-2.0927, -1.0686, -1.9711)
H (2.5951, 1.3389, 0.7290)
H (-3.0801, -1.3669, -1.7134)
H (-1.4856, -1.1481, -1.1215)
H (-0.3647, -2.0574, -2.6789)
H (-1.4485, -1.8103, -3.9827)
H (-1.8028, -3.0678, -3.1496)
C (0.7874, -0.3712, 0.8687)
C (0.8430, 0.9526, 1.4146)
O (0.1719, 1.5490, 2.2281)
O (1.9423, 1.7431, 1.1806)
H (1.7309, -0.6840, 0.5092)
H (-0.0502, -0.2361, 0.2106)
H (0.5682, -1.2230, 1.4423)

Here are the Mulliken charges for atoms 1 to 4, given in e: atom 1 (C): -0.637, atom 2 (N): -0.498, atom 3 (H): 0.272, atom 4 (H): 0.243

(7)
The following is a DFT calculation (wB97M-V/def2-TZVPD) of 2 unconnected molecules or ions with the total composition C3H9NO2.

Net charge ... 0
Lowest unoccupied orbital energy ... 0.028 Ha
Frontier orbital gap ... 9.894 eV
E ... -8840.3130 eV
SMILES ... CC(=O)O.CN

Geometry (Å):
C (0.6368, -1.6559, 2.5406)
N (0.5579, -2.1202, 1.1169)
H (1.3398, 1.8142, -0.8377)
H (-0.0675, -1.5558, 0.6334)
H (0.3308, -3.1402, 1.0632)
H (1.0723, -2.4372, 3.0376)
H (-0.3233, -1.5883, 2.9868)
H (0.8990, -0.5553, 2.4185)
C (-1.2054, 0.1002, -0.5515)
C (-0.3517, 1.1872, -1.1917)
O (0.9591, 1.0400, -0.6981)
O (-0.6521, 2.0887, -1.8809)
H (-2.3198, 0.4153, -0.4809)
H (-0.5583, -0.2623, 0.1822)
H (-1.3826, -0.7950, -1.1001)

Here are the Mulliken charges for atoms 1 to 4, given in e: atom 1 (C): -0.774, atom 2 (N): -0.485, atom 3 (H): 0.279, atom 4 (H): 0.099

(8)
The following is a DFT calculation (wB97M-V/def2-TZVPD) of 2 unconnected molecules or ions with the total composition C3H9NO2.

Net charge ... 0
Lowest unoccupied orbital energy ... 0.022 Ha
Frontier orbital gap ... 10.031 eV
E ... -8840.9236 eV
SMILES ... CNCC=O.O

Geometry (Å):
C (-0.3606, 1.0056, 1.5310)
N (0.4048, -0.0048, 0.8137)
C (-0.4017, -0.9121, 0.0094)
C (0.3197, -2.2326, -0.0794)
O (0.7057, -2.7818, -1.0746)
H (0.2097, 1.9081, 1.7296)
H (-1.2346, 1.3250, 0.9347)
H (-0.7427, 0.5654, 2.4529)
H (1.0947, 0.4189, 0.2061)
H (-0.6499, -0.5232, -0.9859)
H (-1.3663, -1.0274, 0.5149)
H (0.7901, -2.4839, 0.9066)
H (0.2239, 1.4347, -1.5662)
H (0.3689, 2.0216, -2.9741)
O (0.6385, 1.2865, -2.4188)

Here are the Mulliken charges for atoms 1 to 4, given in e: atom 1 (C): -0.962, atom 2 (N): -0.441, atom 3 (C): -0.283, atom 4 (C): -0.147

(9)
The following is a DFT calculation (wB97M-V/def2-TZVPD) of 2 unconnected molecules or ions with the total composition C3H9NO2.

Net charge ... 0
Lowest unoccupied orbital energy ... 0.024 Ha
Frontier orbital gap ... 9.378 eV
E ... -8841.5241 eV
SMILES ... CC(=O)O.CN

Geometry (Å):
C (-1.1393, 0.9536, -3.3543)
N (-1.4334, 1.0771, -1.9314)
H (-0.0706, -2.0445, 0.6010)
H (-0.8093, 0.5135, -1.3817)
H (-1.5652, 1.9748, -1.5327)
H (-0.6245, 0.0481, -3.6385)
H (-0.8059, 1.8453, -3.8948)
H (-2.1590, 0.9123, -3.7810)
C (1.9339, -0.1054, 1.8997)
C (0.5226, -0.4830, 1.5034)
O (0.7045, -1.4755, 0.5505)
O (-0.5051, -0.2065, 2.0253)
H (1.9498, 0.6696, 2.6686)
H (2.3391, 0.4138, 1.0393)
H (2.4573, -0.9670, 2.2933)

Here are the Mulliken charges for atoms 1 to 4, given in e: atom 1 (C): -0.696, atom 2 (N): -0.462, atom 3 (H): 0.329, atom 4 (H): 0.178

(10)
The following is a DFT calculation (wB97M-V/def2-TZVPD) of 2 unconnected molecules or ions with the total composition C3H9NO2.

Net charge ... 0
Lowest unoccupied orbital energy ... 0.033 Ha
Frontier orbital gap ... 11.053 eV
E ... -8840.8070 eV
SMILES ... NC=O.CCO

Geometry (Å):
C (-2.1025, 0.1854, 2.4061)
O (-3.1229, -0.7685, 2.7019)
C (-1.9570, 0.3099, 0.8216)
H (-2.4471, 1.1848, 2.7546)
H (-1.1134, -0.0458, 2.9630)
H (-3.1994, -1.2086, 1.9068)
H (-1.4608, 1.2973, 0.5020)
H (-1.4186, -0.7605, 0.4461)
H (-3.0677, 0.3367, 0.5803)
C (2.5897, -0.3382, -1.8985)
N (3.4346, 0.4524, -2.6039)
O (1.5450, 0.1506, -1.5823)
H (2.8672, -1.3867, -1.7398)
H (3.0207, 1.3133, -2.9169)
H (4.2196, 0.1041, -3.2003)

Here are the Mulliken charges for atoms 1 to 4, given in e: atom 1 (C): -0.162, atom 2 (O): -0.473, atom 3 (C): -0.965, atom 4 (H): 0.236

The highest occupied orbital energy results, record by record, are as follows: -0.343, -0.294, -0.352, -0.340, -0.331, -0.353, -0.335, -0.347, -0.321, -0.373 Eh.